(1)
ORCA calculation (ωB97M-V/def2-TZVPD) on a molecular structure, C18H23ClN4O2Se2Ti at a distorted geometry.

CARTESIAN COORDINATES (ANGSTROEM)
Se 1.385972 -0.546356 -2.734642
Se -1.854107 0.624428 -1.535476
Ti 0.367254 -0.174726 0.220176
Cl 3.588301 -0.954918 0.188521
O 0.850164 1.499267 -0.673663
O 1.784924 3.501159 -1.048913
N 2.001499 2.491500 0.980164
N -0.776771 0.319278 1.709514
N 1.903092 1.248601 1.615881
N -0.749500 -1.929525 0.334135
C 0.014158 0.459936 -3.681696
C -3.327031 -0.599577 -1.205119
C -1.415487 0.052494 -3.350816
C 1.554231 2.547851 -0.340757
C -1.368105 -4.217897 0.002485
C -1.247110 -2.001389 1.613338
C -1.762590 -4.337398 1.352494
C -2.105151 -3.211925 3.553733
C -1.699684 -3.235943 2.170322
C -2.118329 -2.067517 4.265466
C 1.969635 -1.535682 0.782699
C -0.864221 -3.027099 -0.446215
C -1.735523 -0.798826 3.689679
C -1.011541 1.513289 2.344122
C -1.850135 0.413443 4.329740
C 1.105980 -2.256908 -3.627588
C -1.265075 -0.826434 2.346968
C -1.518824 1.589640 3.606728
H -4.127359 -0.424905 -1.920462
H -2.110771 -5.287906 1.736069
H -2.444617 -2.063501 5.298622
H 1.879090 -2.544838 0.379514
H -2.215359 0.482111 5.345105
H 2.061863 -1.623233 1.869520
H 0.213969 0.349412 -4.747731
H -0.724200 2.395787 1.784687
H 2.802592 0.781507 1.675344
H 0.205732 1.500039 -3.413032
H -0.485544 -2.916652 -1.455544
H -2.419367 -4.146316 4.003267
H -2.113027 0.520398 -4.045719
H 1.812345 -2.956841 -3.185237
H 2.760667 3.107638 1.224500
H -1.550001 -1.028570 -3.406393
H 1.479209 1.350811 2.531939
H -2.989548 -1.632134 -1.251088
H 1.310833 -2.170983 -4.692747
H 0.095958 -2.633459 -3.478979
H -3.690892 -0.388103 -0.201180
H -1.422931 -5.065400 -0.665139
H -1.660346 2.563122 4.054940

Forces on the atoms, in the same order (eV/Å):
Se -0.01 -0.27 0.13
Se -0.03 -0.23 0.09
Ti 0.57 1.13 -0.35
Cl 0.08 0.01 -0.01
O -0.42 -0.06 -0.30
O 0.06 0.00 0.09
N -0.12 0.03 -0.01
N -0.03 -0.69 0.05
N -0.10 -0.23 -0.07
N 0.21 0.02 0.03
C -0.07 0.02 0.03
C -0.01 0.04 -0.04
C 0.16 0.02 0.02
C 0.13 0.00 0.05
C -0.02 0.03 0.08
C -0.04 -0.18 0.16
C 0.05 0.02 -0.06
C -0.04 -0.01 0.10
C -0.09 0.15 -0.05
C -0.05 -0.08 0.06
C -0.26 -0.13 -0.15
C 0.03 0.02 -0.04
C -0.06 0.12 -0.12
C 0.00 0.32 0.14
C 0.04 0.04 -0.07
C 0.04 0.03 -0.02
C -0.09 -0.02 0.18
C 0.03 -0.16 -0.10
H 0.01 0.02 0.00
H -0.02 0.01 0.04
H -0.01 -0.06 0.00
H -0.01 0.01 0.04
H -0.01 -0.06 0.01
H -0.02 -0.03 -0.01
H -0.02 -0.03 0.00
H -0.02 0.02 0.06
H 0.00 0.03 -0.01
H -0.01 -0.02 0.00
H 0.00 -0.04 0.03
H -0.01 0.02 0.04
H -0.01 0.03 0.04
H 0.00 0.00 0.01
H 0.02 -0.03 -0.04
H 0.00 0.01 0.02
H 0.06 0.05 0.01
H 0.03 0.01 -0.02
H 0.02 0.05 0.02
H 0.00 0.03 -0.01
H 0.03 0.00 0.01
H 0.01 0.01 -0.03
H 0.01 0.02 -0.02

Values from the calculation:
Kohn-Sham gap (spin up / spin down)	0.2014 / 0.2005	hartree
energy relative to the best compared isomer or geometry (same formula, charge and spin)	0.654	eV

(2)
ORCA calculation (ωB97M-V/def2-TZVPD) on C18H23FN2O4S in the gas phase at a distorted geometry.

CARTESIAN COORDINATES (ANGSTROEM)
S 1.921490 2.715896 1.339154
F -7.783117 0.245324 -0.258324
O 3.992998 1.229711 -1.196364
O -0.571568 -1.264231 -0.961554
O -0.661478 3.227420 -0.695664
O 0.766951 1.720792 -1.363946
N -1.427332 0.694806 -0.244451
N 2.656395 -0.401167 -0.189198
C -2.291629 -0.225868 0.699738
C 3.429579 0.720309 -0.066373
C 3.406986 -2.434254 -0.627257
C -6.539897 0.130598 -0.105874
C -0.031902 0.945835 -2.188766
C -5.934490 0.913162 0.938685
C 3.366303 1.616774 1.207061
C 2.902434 -3.167261 0.346415
C -5.710135 -0.779855 -0.809122
C -3.852771 -0.092376 0.628341
C -4.430192 -0.975882 -0.219439
C 2.748734 -2.252391 1.601268
C -0.660693 -0.074331 -1.085977
C -4.679739 1.098707 1.252637
C 0.528211 2.872599 -0.861353
C 2.038607 -0.867619 1.115936
C 2.819608 -1.402065 -0.998897
C 1.710598 3.572104 -0.488440
H -0.907916 1.539053 -2.479493
H -1.654930 1.571156 -0.355581
H -6.603262 1.472197 1.339743
H 1.970727 -0.256526 1.908329
H 1.606185 4.478454 -0.066293
H 0.321270 0.217225 -2.959964
H 1.855471 -3.481219 0.279877
H -4.309191 1.657981 1.876486
H -2.003220 -1.136909 0.968762
H 1.617627 -1.648702 -1.392142
H 3.772975 0.953942 2.050837
H 3.491170 -3.428005 -1.510332
H -2.048597 0.287780 1.849674
H 4.258517 2.486835 0.839951
H 4.447583 -2.213132 -0.571396
H 1.167210 -1.291860 0.761243
H 3.456660 -4.009005 1.131532
H 3.738920 -1.884910 1.941032
H -6.134977 -1.466599 -1.556516
H 2.640889 3.055926 -0.809189
H -3.768852 -1.578898 -0.775575
H 3.079276 -0.760330 -1.767237
H 2.292525 -2.331172 2.528025

Forces on the atoms, in the same order (eV/Å):
S -0.74 -0.38 0.29
F -3.87 0.42 -0.85
O -2.05 -2.31 5.45
O 0.73 -0.91 -0.72
O 2.44 0.57 -0.32
O 3.88 -2.12 -2.16
N -0.28 -10.47 2.27
N -0.36 5.70 10.69
C -1.37 8.62 4.07
C 0.54 2.49 -6.17
C 10.99 -12.30 -5.34
C 6.77 -1.94 0.51
C -3.14 -2.77 2.01
C -0.63 -2.07 -3.54
C 4.24 1.52 -2.79
C -3.39 -5.58 13.16
C -2.16 0.34 2.05
C 1.14 3.04 0.83
C -1.02 1.53 -1.80
C 1.66 5.27 -1.74
C -1.39 3.38 -0.57
C 1.08 -11.01 -7.99
C -5.58 1.16 -0.17
C 2.52 -4.16 -2.97
C -11.59 7.61 -10.22
C 2.67 -4.66 2.59
H 0.38 -0.14 -0.55
H -1.33 5.73 -0.79
H -4.39 3.89 2.89
H -0.43 2.67 2.18
H -0.03 3.50 0.27
H 1.06 1.62 0.40
H 0.23 -0.53 -0.99
H 3.70 5.97 6.42
H 1.68 -3.95 -0.49
H 2.82 0.18 0.97
H -1.18 1.68 -0.56
H -0.20 3.35 1.35
H -0.55 -1.05 -2.90
H -2.12 -2.95 1.51
H 1.40 -0.10 0.80
H -2.71 -0.06 -0.23
H -0.78 1.34 -3.78
H 0.19 -0.45 -0.38
H 0.36 0.48 0.28
H -0.33 1.36 -0.89
H 0.71 -1.17 -0.22
H 1.94 -0.40 -3.37
H -1.51 -1.94 1.51

Values from the calculation:
Kohn-Sham gap	0.3195	hartree
SMILES	O=C(COC(=O)CSCC(=O)N1CCCCC1)NCc1ccc(F)cc1

(3)
ORCA calculation (ωB97M-V/def2-TZVPD) on a molecular structure, C18H23MnN6O6P2.

CARTESIAN COORDINATES (ANGSTROEM)
Mn -0.410892 -0.464523 -0.172839
P 1.130107 1.125463 2.301789
P 0.647449 2.365846 -0.532341
O 0.240827 0.072853 1.684861
O -0.788339 2.565981 0.172584
O 0.566742 1.031613 -1.238291
O 2.227044 0.751158 3.212386
O 0.198838 2.264612 2.999309
O 1.089630 3.626670 -1.172724
N 1.057846 -2.030869 -0.602551
N -1.259578 -1.903421 -1.920439
N -2.551184 -0.158551 -0.333024
N 2.130092 3.500604 1.363661
N 2.194819 -3.095852 -2.174210
N -4.403328 -0.069080 -1.536104
C 2.846011 -2.155564 1.183922
C -5.724241 1.862531 1.343274
C 3.033826 -3.049024 -1.065772
C 4.850375 -3.291446 0.408768
C -4.679819 0.622561 -0.359875
C -5.820384 1.271118 0.100030
C -0.114836 -2.238483 -2.759184
C 4.322179 -3.523188 -0.844838
C -3.126120 -0.498576 -1.459860
C 3.095348 1.473091 0.370237
C -2.396653 -1.239256 -2.543332
C -4.539908 1.812960 2.098193
C 1.803416 2.102888 0.883847
C -3.503656 0.562278 0.383974
C -3.413105 1.166026 1.635318
C 4.126277 -2.618126 1.406676
C 2.306934 -2.379398 -0.082004
C 1.048218 -2.469690 -1.837111
H 0.105923 -1.380235 -3.399456
H -0.277018 -3.106718 -3.406773
H -1.148069 3.454156 0.066451
H 3.019096 3.517178 1.864771
H -6.733221 1.313116 -0.478025
H 3.823249 1.389761 1.179155
H 5.849998 -3.639958 0.630404
H -6.583958 2.378988 1.747849
H 2.401933 -3.514117 -3.065104
H -1.565748 -2.722714 -1.405923
H -2.491976 1.130235 2.202204
H 3.509063 2.052148 -0.458090
H -4.517152 2.294325 3.066353
H -3.071847 -1.917918 -3.074686
H 2.154210 4.100338 0.520468
H 4.883808 -4.044733 -1.607756
H 0.358947 2.248436 3.953201
H 2.285605 -1.633466 1.947950
H 1.392485 3.823013 1.996689
H 2.891457 0.468050 0.005897
H -5.035659 -0.226201 -2.302345
H 4.585172 -2.461625 2.373232
H -2.020235 -0.515266 -3.270798

Forces on the atoms, in the same order (eV/Å):
Mn 0.10 -0.06 0.16
P 0.07 -0.02 -0.01
P -0.11 0.08 -0.08
O -0.07 -0.01 0.00
O -0.13 -0.03 0.08
O -0.11 0.03 -0.04
O 0.00 0.00 -0.01
O 0.00 0.00 0.01
O 0.13 -0.04 0.00
N 0.11 -0.06 -0.06
N 0.01 -0.01 -0.04
N 0.01 0.05 -0.03
N 0.02 0.00 0.00
N 0.01 0.00 0.01
N 0.02 0.01 0.05
C -0.02 0.00 -0.04
C 0.00 0.01 0.01
C 0.06 -0.03 0.03
C 0.03 0.00 0.03
C -0.05 0.00 -0.04
C 0.02 -0.01 0.01
C 0.02 0.01 0.01
C -0.04 0.01 -0.03
C -0.01 -0.02 -0.05
C 0.01 -0.02 -0.01
C 0.01 0.02 0.00
C -0.01 0.00 -0.01
C -0.04 0.00 0.03
C 0.04 -0.02 0.05
C 0.00 -0.01 -0.01
C 0.01 -0.01 -0.02
C -0.08 0.02 0.02
C -0.06 0.04 -0.02
H 0.00 0.00 0.00
H 0.00 0.00 0.00
H 0.06 0.02 -0.05
H 0.00 0.01 0.00
H 0.00 0.00 0.00
H 0.00 0.00 0.00
H 0.00 0.00 0.00
H 0.00 0.00 0.00
H 0.00 0.00 0.00
H -0.01 0.01 0.01
H 0.01 0.00 0.00
H 0.00 0.00 0.00
H 0.00 0.00 0.00
H 0.00 0.00 0.01
H -0.01 0.00 0.01
H 0.00 0.00 -0.01
H -0.02 0.01 0.00
H 0.02 0.00 0.02
H 0.00 0.00 -0.01
H 0.00 0.00 0.00
H 0.00 0.00 0.00
H -0.01 0.00 0.01
H 0.01 0.00 0.00

Values from the calculation:
charge	+1
Kohn-Sham gap (spin up / spin down)	0.3414 / 0.3429	hartree
energy relative to the best compared isomer or geometry (same formula, charge and spin)	0.042	eV
2S+1	6

(4)
ORCA calculation (ωB97M-V/def2-TZVPD) on C18H23N3O2 in the gas phase at a distorted geometry.

CARTESIAN COORDINATES (ANGSTROEM)
O 1.900374 2.678372 -2.424125
O 0.462062 -2.195755 3.201992
N -1.360443 1.706073 -1.762434
N -0.300738 2.442174 -2.146139
N 1.996383 -2.337412 1.519523
C 3.475675 -3.629748 3.834917
C 1.409256 -2.741545 2.685244
C 2.087520 -3.966689 3.277722
C 1.195372 0.916817 -0.983329
C 1.699056 -1.237600 0.713748
C 0.457215 0.749480 0.183522
C 2.210805 0.011191 -1.278743
C 2.454662 -1.059051 -0.445894
C -2.596328 3.784367 -3.939460
C -3.560331 0.977659 -1.516660
C 3.393915 -2.620519 4.973264
C 0.702985 -0.316168 1.027165
C -2.625946 4.548417 -2.656984
C -2.580927 1.984575 -1.997337
C -3.185148 3.145865 -2.702182
C -3.146051 -0.098843 -0.551337
C 0.989798 2.065010 -1.897809
C -3.414432 -0.456155 -1.971478
H -1.710809 4.731790 -2.115628
H 2.800369 0.158320 -2.170903
H -2.119449 -0.093446 -0.225744
H -0.391687 3.252078 -2.755717
H 3.239068 -1.763399 -0.687848
H 2.767012 -2.899842 1.184722
H -3.336961 5.355941 -2.564063
H 2.933032 -1.696222 4.633252
H -2.566081 -0.684009 -2.597322
H -4.572947 1.350725 -1.430717
H 4.387251 -2.393049 5.352943
H 2.169302 -4.742887 2.513175
H -1.660914 3.415590 -4.331333
H -3.858903 -0.395486 0.202506
H 0.129844 -0.441374 1.930431
H -3.289281 4.070419 -4.716839
H -0.303762 1.467084 0.445930
H 2.794483 -3.016851 5.789164
H -4.268179 3.093893 -2.701919
H -4.311828 -1.002947 -2.218559
H 4.111620 -3.229261 3.040987
H 3.940249 -4.550006 4.196273
H 1.453839 -4.337573 4.084022

Forces on the atoms, in the same order (eV/Å):
O 0.06 -0.08 -0.01
O -0.21 0.19 0.14
N -0.38 -0.64 0.25
N -0.30 1.01 -0.57
N 0.36 -0.12 -0.28
C -0.10 0.01 0.13
C 0.15 -0.56 0.09
C 0.08 0.03 0.08
C 0.15 -0.17 0.17
C -0.12 0.33 -0.19
C 0.26 -0.03 -0.15
C -0.16 0.17 0.00
C -0.05 -0.06 0.11
C -0.02 0.01 -0.12
C -0.17 -0.12 0.11
C 0.12 -0.10 -0.17
C -0.08 -0.03 0.24
C -0.01 0.11 0.06
C 0.43 0.17 -0.02
C -0.06 0.10 -0.09
C -0.07 0.03 0.07
C 0.10 0.04 -0.06
C -0.13 -0.15 -0.11
H 0.08 -0.08 0.02
H 0.06 0.02 -0.07
H 0.11 0.04 -0.03
H 0.09 -0.22 0.15
H 0.07 -0.07 -0.03
H -0.16 0.05 0.14
H -0.06 -0.01 -0.02
H -0.04 0.14 0.04
H 0.13 0.08 -0.04
H 0.00 -0.07 0.03
H 0.05 0.07 0.07
H -0.05 -0.03 0.00
H 0.09 -0.06 0.06
H -0.11 0.00 0.00
H 0.00 0.01 0.02
H -0.06 0.01 0.01
H -0.06 0.00 0.02
H -0.08 0.00 0.11
H 0.10 0.04 -0.02
H -0.09 -0.03 0.04
H 0.06 -0.08 -0.01
H 0.03 0.01 -0.09
H -0.05 0.03 -0.10

Values from the calculation:
Kohn-Sham gap	0.3369	hartree
energy relative to the best compared isomer or geometry (same formula, charge and spin)	3.140	eV
SMILES	CCCC(=O)Nc1ccc(C(=O)NN=C(C2CC2)C2CC2)cc1